1.
95
Properties=species:S:1:pos:R:3:mulliken_charge:R:1 method="wB97M-V/def2-TZVPD" total_charge=+3 homo_energy_ev=-15.104 orbital_gap_ev=6.0 de_lowest_ev=0.223
W 0.62 -0.30 -0.02 1.068
I 1.80 2.87 -1.44 0.190
C 1.15 4.05 0.19 0.233
C 2.19 4.62 0.88 -0.426
C 1.96 5.71 1.73 -1.196
C 0.73 6.28 1.74 -0.713
C -0.35 5.71 1.02 0.450
C -1.59 6.41 0.99 -0.865
C -2.66 5.93 0.29 -1.217
C -2.56 4.65 -0.28 -0.845
C -1.40 3.91 -0.23 0.993
P -1.82 2.18 -0.37 1.258
C -2.76 1.74 1.09 0.337
C -3.43 0.51 1.11 -0.618
C -4.09 0.10 2.26 -0.912
C -4.07 0.91 3.39 -0.661
C -3.39 2.12 3.38 -0.798
C -2.73 2.54 2.23 -0.402
C -2.74 1.88 -1.86 0.471
C -2.01 1.77 -3.05 -0.695
C -2.68 1.62 -4.25 -0.713
C -4.07 1.58 -4.27 -0.599
C -4.80 1.69 -3.09 -0.824
C -4.13 1.84 -1.88 -0.231
C -0.20 4.50 0.31 0.362
H 3.21 4.26 0.74 0.490
H 2.78 6.14 2.29 0.517
H 0.55 7.19 2.30 0.474
H -1.66 7.35 1.52 0.475
H -3.58 6.50 0.22 0.437
H -3.46 4.21 -0.71 0.360
H -3.47 -0.12 0.22 0.536
H -4.64 -0.83 2.27 0.506
H -4.60 0.61 4.28 0.479
H -3.39 2.75 4.26 0.538
H -2.21 3.49 2.22 0.244
H -0.93 1.83 -3.04 0.279
H -2.13 1.55 -5.18 0.545
H -4.59 1.47 -5.21 0.451
H -5.88 1.66 -3.11 0.477
H -4.70 1.94 -0.97 0.465
O -0.57 1.25 -0.35 0.791
C 2.19 0.54 -0.46 -0.689
C 3.62 0.20 -0.61 0.963
C 4.70 1.03 -0.88 -0.546
C 5.98 0.48 -0.94 -0.964
C 6.19 -0.88 -0.74 -0.825
C 5.11 -1.72 -0.47 -0.722
C 3.84 -1.18 -0.42 0.131
P 2.29 -2.06 -0.10 1.922
C 2.55 -3.75 0.36 0.345
C 2.49 -4.10 1.71 -0.283
C 2.74 -5.40 2.10 -0.908
C 3.04 -6.36 1.14 -0.531
C 3.10 -6.02 -0.21 -0.814
C 2.85 -4.72 -0.61 -0.205
C 1.40 -1.93 -1.70 0.133
C 2.01 -1.59 -2.92 -0.603
C 1.23 -1.33 -4.03 -0.682
C -0.17 -1.35 -3.94 -0.626
C -0.80 -1.70 -2.77 -0.598
C -0.02 -2.02 -1.64 -0.856
H 4.56 2.09 -1.04 0.343
H 6.82 1.13 -1.15 0.459
H 7.19 -1.29 -0.78 0.470
H 5.26 -2.78 -0.31 0.560
H 2.26 -3.34 2.46 0.410
H 2.70 -5.68 3.14 0.439
H 3.23 -7.38 1.44 0.433
H 3.33 -6.78 -0.95 0.441
H 2.90 -4.46 -1.66 0.406
H 3.09 -1.53 -2.99 0.577
H 1.71 -1.10 -4.97 0.492
H -0.76 -1.13 -4.82 0.527
H -1.87 -1.77 -2.72 0.495
H -0.49 -2.52 -0.79 0.886
O 3.83 3.40 6.28 -0.530
C 2.46 3.62 6.50 -0.469
N 1.74 2.50 5.93 -0.202
C 1.41 2.51 4.62 0.224
O 1.50 3.46 3.87 -0.549
C 0.85 1.22 4.06 -0.109
C 0.06 0.32 4.76 -0.105
C -0.49 -0.78 4.11 -1.347
C -0.21 -0.94 2.77 -0.333
N 0.58 -0.08 2.09 0.336
C 1.09 0.98 2.72 0.254
H 4.35 3.97 6.87 0.329
H 2.10 4.53 6.01 0.329
H 2.22 3.66 7.57 0.387
H 1.86 1.61 6.39 0.273
H -0.16 0.49 5.81 0.603
H -1.12 -1.49 4.62 0.534
H -0.60 -1.79 2.21 0.621
H 1.69 1.67 2.14 0.464


2.
25
Properties=species:S:1:pos:R:3:mulliken_charge:R:1 method="wB97M-V/def2-TZVPD" total_charge=0 homo_energy_ev="-7.526 / -7.526" orbital_gap_ev="6.8 / 6.8" de_lowest_ev=0.000
C 0.07 1.05 1.60 -0.432
C 2.15 0.76 2.40 -0.016
C 2.09 -1.14 -0.56 -0.430
C 0.89 0.55 -1.64 -0.806
C -2.31 0.89 -0.23 -1.124
C -2.36 -1.48 -0.62 -0.990
N 0.99 -0.51 -0.74 0.236
N -1.67 -0.35 0.07 0.142
O 0.13 -1.73 1.39 -0.816
F 0.18 2.17 0.76 -0.224
F 2.24 1.63 3.39 -0.198
P -0.16 -0.46 0.71 0.788
Br 3.51 1.11 0.97 -0.198
H 2.92 -1.00 -1.16 0.413
H 2.11 -0.23 2.78 0.365
H 2.27 -2.10 0.05 0.240
H -0.14 0.67 -1.75 0.237
H 1.41 1.41 -1.29 0.327
H 1.16 0.36 -2.68 0.387
H -3.39 1.02 0.22 0.295
H -1.73 1.72 -0.02 0.413
H -2.58 0.93 -1.28 0.412
H -3.51 -1.24 -0.47 0.290
H -2.12 -1.60 -1.65 0.341
H -2.12 -2.43 -0.24 0.348


3.
10
Properties=species:S:1:pos:R:3:mulliken_charge:R:1 method="wB97M-V/def2-TZVPD" total_charge=0 homo_energy_ev=-8.802 orbital_gap_ev=9.5 de_lowest_ev=2.510 smiles="O=C=O.C=NN"
O -1.16 -1.23 1.84 -0.353
C -0.70 -0.21 2.04 0.727
O -0.38 0.87 2.31 -0.363
C -0.12 -0.99 -0.82 -0.458
N 0.79 -0.15 -0.73 -0.197
N 0.86 1.16 -0.88 -0.327
H -1.22 -0.78 -1.09 0.294
H 0.12 -2.03 -0.62 0.299
H 1.61 1.63 -0.58 0.177
H 0.20 1.74 -1.47 0.200